The following is a quantum chemistry calculation of a 2-piece molecular cluster, C4H13NO2 overall, from OMol25.

**M**: 107.2 g/mol
**Electronic energy**: -9943.745 eV
**Kohn-Sham gap**: 10.62 eV
**Highest occupied orbital energy**: -9.9 eV
**SMILES**: CCCNCO.O
**Energy above the lowest of the compared OMol25 structures with the same formula, charge and spin**: 10.4 kcal/mol

ORCA input file:
```
! RIJCOSX wB97M-V def2-TZVPD def2/J DEFGRID3
* xyz 0 1
C -0.9487 1.2447 1.7942
C -1.4111 1.1955 0.3315
C -0.9582 -0.0226 -0.4653
N 0.5049 -0.1468 -0.4845
C 0.9883 -1.0517 -1.4978
O 0.6500 -0.6213 -2.8128
H -0.0199 0.7049 1.9415
H -1.6839 0.7947 2.4504
H -0.7630 2.2743 2.0862
H -1.1107 2.0930 -0.2040
H -2.5004 1.1774 0.3248
H -1.3797 -0.9489 -0.0727
H -1.3258 0.1240 -1.4820
H 0.8653 0.7798 -0.7151
H 2.0738 -1.0506 -1.3988
H 0.6064 -2.0568 -1.3036
H 0.2600 -1.3476 -3.3031
O 1.9845 -0.9200 1.9663
H 1.4622 -0.7326 1.1548
H 2.7061 -1.4892 1.6902
*
```

The following is a quantum chemistry calculation of a 2-piece molecular cluster, C4H13NO2 overall at a distorted geometry, from OMol25.

**M**: 107.2 g/mol
**Electronic energy**: -9943.025 eV
**Kohn-Sham gap**: 9.78 eV
**Highest occupied orbital energy**: -9.2 eV
**SMILES**: CC[C@H](N)CO.O
**Energy above the lowest of the compared OMol25 structures with the same formula, charge and spin**: 27.0 kcal/mol

ORCA input file:
```
! RIJCOSX wB97M-V def2-TZVPD def2/J DEFGRID3
* xyz 0 1
C 1.6677 -0.2624 -1.3570
C 0.2320 -0.6241 -0.9893
C -0.0617 -0.3576 0.4888
N 0.6242 -1.4505 1.2387
C -1.6159 -0.3903 0.6555
O -1.7488 -0.0045 2.0560
H 1.8918 -0.5621 -2.3611
H 2.4212 -0.7884 -0.7278
H 1.9737 0.7816 -1.2843
H 0.0190 -1.6724 -1.2364
H -0.4999 0.1098 -1.6894
H 0.3252 0.6332 0.8455
H 0.4563 -2.3242 0.7443
H 0.1087 -1.5550 2.1093
H -2.0256 -1.4504 0.5310
H -2.1600 0.3387 0.0818
H -1.2421 0.8193 2.1351
O -0.2213 2.7132 -0.1164
H -0.7042 2.7873 -0.9403
H 0.5598 3.2589 -0.1840
*
```

The following is a quantum chemistry calculation of a 2-piece molecular cluster, C4H13NO2 overall at a distorted geometry, from OMol25.

**M**: 107.2 g/mol
**Electronic energy**: -9941.941 eV
**Kohn-Sham gap**: 10.37 eV
**Highest occupied orbital energy**: -9.5 eV
**SMILES**: C[C@H](N)CCO.O
**Energy above the lowest of the compared OMol25 structures with the same formula, charge and spin**: 52.0 kcal/mol

ORCA input file:
```
! RIJCOSX wB97M-V def2-TZVPD def2/J DEFGRID3
* xyz 0 1
C 1.1157 0.3222 2.0605
C 0.7882 -0.2471 0.5849
N 1.2454 -1.6253 0.3988
C 1.6666 0.5703 -0.4009
C 0.9571 1.8130 -0.8522
O 0.7314 2.8550 0.1260
H 1.3493 1.3553 2.0567
H 1.7805 -0.2412 2.7318
H 0.2162 0.3277 2.6184
H -0.3010 0.0963 0.2693
H 0.5495 -2.2463 0.0565
H 1.3383 -1.9219 1.3496
H 2.6816 0.8328 0.0155
H 1.8457 -0.1604 -1.3218
H 1.6948 2.4100 -1.4957
H 0.0593 1.5930 -1.4814
H 1.2504 2.6737 0.8835
O -6.5339 -2.6737 -2.2038
H -6.2445 -2.2165 -3.1032
H -6.1904 -3.5170 -2.2925
*
```

The following is a quantum chemistry calculation of a 3-piece molecular cluster, C4H13NO2 overall at a distorted geometry, from OMol25.

**M**: 107.2 g/mol
**Electronic energy**: -9942.693 eV
**Kohn-Sham gap**: 8.51 eV
**Highest occupied orbital energy**: -7.8 eV
**SMILES**: C/C=C/NC.O.O
**Energy above the lowest of the compared OMol25 structures with the same formula, charge and spin**: 34.7 kcal/mol

ORCA input file:
```
! RIJCOSX wB97M-V def2-TZVPD def2/J DEFGRID3
* xyz 0 1
C -2.1129 -1.4828 1.1358
C -0.9128 -0.9129 0.4335
C -0.7803 -0.8119 -0.8839
N 0.3092 -0.1052 -1.4806
C 0.6370 -0.5471 -2.8367
H -2.7302 -2.1361 0.5143
H -1.7932 -1.9911 2.0492
H -2.7699 -0.6932 1.4956
H -0.1489 -0.6696 1.1510
H -1.4112 -1.3283 -1.5998
H 1.1285 -0.2300 -0.9005
H 0.8888 -1.6008 -2.9427
H -0.1970 -0.2698 -3.4907
H 1.3891 0.1525 -3.2123
O 0.1843 1.0754 2.3553
H 1.1448 1.1495 2.2661
H -0.0768 1.9927 2.5596
O 2.0942 2.1394 0.8460
H 1.7609 1.4470 0.2664
H 2.3699 2.8549 0.2673
*
```

The following is a quantum chemistry calculation of a 2-piece molecular cluster, C4H13NO2 overall at a distorted geometry, from OMol25.

**M**: 107.2 g/mol
**Electronic energy**: -9943.019 eV
**Kohn-Sham gap**: 9.86 eV
**Highest occupied orbital energy**: -9.0 eV
**SMILES**: CN(C)CCO.O
**Energy above the lowest of the compared OMol25 structures with the same formula, charge and spin**: 27.2 kcal/mol

ORCA input file:
```
! RIJCOSX wB97M-V def2-TZVPD def2/J DEFGRID3
* xyz 0 1
C -0.9462 0.4713 -1.2229
N -0.6902 -0.2352 0.0158
C -1.9405 -0.7112 0.6198
C 0.0336 0.5952 0.9711
C 1.4199 1.0046 0.4725
O 2.3953 0.5394 1.4018
H -1.5427 -0.1270 -1.9216
H -1.4960 1.4096 -1.0887
H -0.0323 0.7474 -1.7763
H -2.2159 -0.1097 1.4857
H -1.8429 -1.7349 0.9585
H -2.7658 -0.6483 -0.0755
H 0.2696 -0.0467 1.8292
H -0.5720 1.4604 1.2639
H 1.4884 2.0819 0.3386
H 1.6196 0.5894 -0.5110
H 3.1585 0.2254 0.9080
O 1.4232 -2.0751 -0.9946
H 0.5304 -1.7274 -0.8266
H 1.7058 -1.7092 -1.8476
*
```

The following is a quantum chemistry calculation of a 2-piece molecular cluster, C4H13NO2 overall at a distorted geometry, from OMol25.

**M**: 107.2 g/mol
**Electronic energy**: -9941.286 eV
**Kohn-Sham gap**: 9.96 eV
**Highest occupied orbital energy**: -9.2 eV
**SMILES**: NCCCCO.O
**Energy above the lowest of the compared OMol25 structures with the same formula, charge and spin**: 67.1 kcal/mol

ORCA input file:
```
! RIJCOSX wB97M-V def2-TZVPD def2/J DEFGRID3
* xyz 0 1
N 0.1708 -1.6976 1.0348
C 0.3202 -1.0355 -0.3790
C -0.8697 -0.2385 -0.6947
C -0.6402 1.2099 -0.2878
C -0.5886 2.2088 -1.4888
O 0.4659 2.1794 -2.3830
H -0.3257 -2.5800 0.8804
H -0.2383 -0.9343 1.7401
H 1.1051 -0.3493 -0.3075
H 0.8446 -1.8374 -0.9273
H -1.8375 -0.5457 -0.2209
H -1.2701 -0.3407 -1.6454
H 0.3754 1.3921 0.0084
H -1.3164 1.7036 0.3660
H -0.2677 3.2375 -1.2086
H -1.5664 2.3490 -1.8724
H 0.3100 1.4630 -2.9646
O 1.6924 -2.3682 3.7040
H 1.2965 -1.5365 3.6695
H 2.3398 -2.2794 2.9767
*
```

The following is a quantum chemistry calculation of a 2-piece molecular cluster, C4H13NO2 overall at a distorted geometry, from OMol25.

**M**: 107.2 g/mol
**Electronic energy**: -9943.188 eV
**Kohn-Sham gap**: 10.03 eV
**Highest occupied orbital energy**: -9.3 eV
**SMILES**: CN[C@H](C)CO.O
**Energy above the lowest of the compared OMol25 structures with the same formula, charge and spin**: 23.3 kcal/mol

ORCA input file:
```
! RIJCOSX wB97M-V def2-TZVPD def2/J DEFGRID3
* xyz 0 1
C -0.6521 1.4982 -1.3187
N -0.6703 0.9511 0.0191
C 0.3795 0.0710 0.5092
C 1.6993 0.7326 0.9050
C 0.6878 -1.1438 -0.4215
O 0.7329 -2.4212 0.1817
H -1.5031 2.1521 -1.4922
H -0.7500 0.7027 -2.0620
H 0.2692 2.0435 -1.5584
H -0.8336 1.6643 0.7154
H -0.0093 -0.4772 1.3815
H 2.4919 0.0071 1.0717
H 1.5750 1.3621 1.7895
H 1.9708 1.3688 0.0599
H -0.1396 -1.1918 -1.1470
H 1.6587 -1.0543 -0.9111
H 0.1461 -2.4973 0.9518
O -2.4692 -1.4892 0.1269
H -2.6785 -1.5765 1.0819
H -1.9055 -0.7022 0.1172
*
```

The following is a quantum chemistry calculation of a 2-piece molecular cluster, C4H13NO2 overall, from OMol25.

**M**: 107.2 g/mol
**Electronic energy**: -9943.209 eV
**Kohn-Sham gap**: 9.38 eV
**Highest occupied orbital energy**: -8.6 eV
**SMILES**: CCNCCO.O
**Energy above the lowest of the compared OMol25 structures with the same formula, charge and spin**: 22.8 kcal/mol

ORCA input file:
```
! RIJCOSX wB97M-V def2-TZVPD def2/J DEFGRID3
* xyz 0 1
C -1.2880 0.2842 1.3575
C -1.7784 -0.6222 0.2329
N -1.2304 -0.3208 -1.0847
C 0.2059 -0.2352 -1.2535
C 0.7528 1.1841 -1.3857
O 1.2534 1.6242 -0.1072
H -1.4797 1.3177 1.0796
H -0.2161 0.1990 1.5205
H -1.8527 0.0510 2.2526
H -2.8633 -0.4655 0.1502
H -1.6419 -1.6717 0.5182
H -1.6288 -0.9633 -1.7461
H 0.5210 -0.7835 -2.1421
H 0.7174 -0.6976 -0.4116
H 1.5892 1.1714 -2.0882
H -0.0374 1.8668 -1.7193
H 1.6698 2.4820 -0.2206
O 2.1519 -1.7209 1.8281
H 2.2526 -1.3774 0.9327
H 2.9025 -1.3225 2.2867
*
```